(1)
DFT (ωB97M-V with the def2-TZVPD basis set) results for a cluster of 2 separate species, C6H11N in total.

```
18
C6H11N | the OMol25 dataset | ωB97M-V with the def2-TZVPD basis set
C 2.5305 0.0809 -1.9498
C 1.0592 0.2748 -1.7207
C 0.5300 1.1115 -0.8301
C -1.3842 -0.3078 1.9936
C -2.7745 0.1681 1.6564
C -0.7027 -1.1450 1.2476
N -0.0969 -1.9811 0.5785
H 2.8212 -0.9666 -1.8033
H 2.8018 0.3454 -2.9786
H 3.1229 0.7001 -1.2688
H 0.3908 -0.3168 -2.3492
H 0.4921 -1.5411 -0.1350
H 1.1561 1.7273 -0.1866
H -0.5450 1.2143 -0.7076
H -0.9100 0.0415 2.9070
H -2.8323 1.2623 1.6821
H -3.0753 -0.1634 0.6581
H -3.5090 -0.2178 2.3730
```

## Properties
SMILES: CC=C=N.C=CC
Total charge: 0
HOMO-LUMO gap, eV: 9.7
E_LUMO, eV: 1.026

(2)
DFT (ωB97M-V with the def2-TZVPD basis set) results for the molecule C6H11N.

```
18
C6H11N | the OMol25 dataset | ωB97M-V with the def2-TZVPD basis set
C -2.8929 -0.6482 2.1261
C -2.0624 -0.4547 1.1044
N -1.3210 0.6825 0.8397
C -0.6250 0.8278 -0.3951
C 2.9917 -0.3760 -1.3780
C 1.6413 0.2893 -1.3966
C 0.7362 0.1223 -0.4469
H -3.2998 0.1986 2.6602
H -3.0973 -1.6398 2.4871
H -1.7533 -1.3314 0.5378
H -1.1235 1.1756 1.6922
H -1.2771 0.3850 -1.1521
H -0.3877 1.8454 -0.7121
H 3.8012 0.3438 -1.2685
H 2.9612 -1.0930 -0.5672
H 3.1871 -0.8990 -2.3128
H 1.4311 0.8062 -2.3340
H 1.0900 -0.2345 0.5156
```

## Properties
SMILES: C=CNC/C=C/C
Total charge: 0
HOMO-LUMO gap, eV: 9.1
E_LUMO, eV: 1.159

So which one is most stable? That would be (2), about 12.8 kJ/mol below the next structure.

(1)
DFT (ωB97M-V with the def2-TZVPD basis set) results for the molecule C6H11N.

```
18
C6H11N | the OMol25 dataset | ωB97M-V with the def2-TZVPD basis set
C 1.3411 -0.6506 -2.3104
N 0.0924 -0.9536 -1.5226
C -0.0698 -0.2371 -0.3354
C -1.3136 0.0915 0.1043
C -1.7238 0.7331 1.3664
C -1.1734 1.0252 2.5393
C 1.0742 -0.2490 0.6297
H 1.4386 0.3855 -2.6753
H 1.4009 -1.3737 -3.1084
H 2.2879 -0.7691 -1.7951
H -0.6812 -0.8135 -2.1568
H -2.1396 0.2878 -0.5897
H -2.8014 0.9270 1.3315
H -1.9610 1.4746 3.1789
H -0.1433 1.0641 2.8219
H 1.0235 0.1978 1.6005
H 1.3534 -1.3181 0.7305
H 1.9950 0.1781 0.1909
```

## Properties
SMILES: C=C/C=C(\C)NC
Total charge: 0
HOMO-LUMO gap, eV: 8.6
E_LUMO, eV: 0.908

(2)
DFT (ωB97M-V with the def2-TZVPD basis set) results for the molecule C6H11N.

```
18
C6H11N | the OMol25 dataset | ωB97M-V with the def2-TZVPD basis set
C -2.3148 -0.2946 -1.2464
C -1.3764 -1.0446 -0.6762
C 0.0952 -0.7481 -0.7585
C 0.7295 -0.2774 0.5705
C 2.1767 0.1422 0.3418
C -0.1144 0.8318 1.1509
N 0.2351 2.0504 1.0906
H -0.4860 2.6469 1.4990
H -2.0503 0.5862 -1.8289
H -3.3729 -0.5236 -1.1565
H -1.0694 0.5075 1.5834
H -1.6718 -1.9150 -0.0883
H 0.6382 -1.6377 -1.1037
H 0.2599 0.0385 -1.5049
H 0.6978 -1.1164 1.2815
H 2.7420 -0.6793 -0.1109
H 2.2177 1.0099 -0.3228
H 2.6640 0.4233 1.2796
```

## Properties
SMILES: [H]/N=C/[C@H](C)CC=C
Total charge: 0
HOMO-LUMO gap, eV: 10.7
E_LUMO, eV: 1.111

So which one is most stable? That would be (2), about 103.2 kJ/mol below the next structure.

(1)
DFT (ωB97M-V with the def2-TZVPD basis set) results for a cluster of 2 separate species, C6H14N2O2 in total.

```
24
C6H14N2O2 | the OMol25 dataset | ωB97M-V with the def2-TZVPD basis set
C 1.7627 1.6406 -1.6111
C 2.0964 -1.4049 0.6092
C 1.6511 0.1666 -1.2703
O 0.7578 -0.5383 -1.7294
N 2.4190 -0.2819 -0.2510
H 2.0705 2.1869 -0.7251
H 3.1015 0.3631 0.1188
H 2.9712 -1.6874 1.1830
H 2.5175 1.7953 -2.3819
H 0.7985 1.9561 -1.9924
H 1.1877 -1.2045 1.1738
H 1.7810 -2.2441 -0.0078
C -1.8737 -1.7721 0.3210
C -1.2255 1.8907 0.9257
C -1.8723 0.5269 1.0658
O -2.7701 0.3064 1.8580
N -1.3767 -0.4183 0.2376
H -0.6947 -0.2427 -0.4921
H -1.2098 -2.4554 -0.2064
H -0.2386 1.8570 1.3994
H -1.9500 -2.1313 1.3510
H -2.8646 -1.8804 -0.1338
H -1.1983 2.2900 -0.0859
H -1.7482 2.5733 1.5849
```

## Properties
SMILES: CNC(C)=O.CNC(C)=O
Total charge: 0
HOMO-LUMO gap, eV: 9.8
E_LUMO, eV: 0.585

(2)
DFT (ωB97M-V with the def2-TZVPD basis set) results for a structure of composition C6H14N2O2.

```
24
C6H14N2O2 | the OMol25 dataset | ωB97M-V with the def2-TZVPD basis set
C -1.0107 0.4300 0.6142
C -0.9421 0.4954 -1.2912
C -2.0541 1.5139 0.9007
C -1.4490 -0.9892 0.9591
C -0.3185 -0.6846 -1.9037
N 1.7069 0.6395 -0.0101
C 2.2926 -0.5704 0.2071
N 3.5943 -0.5640 0.6845
O 0.1849 0.7681 1.0563
O 1.7148 -1.6485 0.0398
H 2.2384 1.4141 0.3754
H 4.0572 -1.4574 0.6655
H 4.1778 0.2402 0.5227
H -1.9998 0.6407 -1.4887
H -0.3444 1.4000 -1.3407
H -2.1229 1.6389 1.9829
H -3.0361 1.2369 0.5195
H -1.7478 2.4656 0.4698
H -0.6282 -1.6784 0.7752
H -1.7032 -1.0235 2.0211
H -2.3271 -1.2914 0.3892
H 0.3032 -0.3795 -2.7529
H 0.4502 -1.1373 -1.2299
H -1.0365 -1.4592 -2.1658
```

## Properties
Total charge: 0
HOMO-LUMO gap (spin up / spin down), eV: 7.5 / 7.5
E_LUMO (spin up / spin down), eV: -1.073 / -1.163

So which one is most stable? That would be (1), about 427.0 kJ/mol below the next structure.

(1)
DFT (ωB97M-V with the def2-TZVPD basis set) results for a structure of composition C7H17NO2.

```
27
C7H17NO2 | the OMol25 dataset | ωB97M-V with the def2-TZVPD basis set
C -0.4533 0.0293 0.1074
C 1.7427 -0.4909 0.6460
C -1.7796 -0.6298 -0.2201
C 1.6744 1.0464 -1.2683
C 2.7860 -1.5482 0.6623
C -2.6384 0.3250 -1.0550
C -2.5364 -1.1096 1.0297
N 1.8417 2.3966 -0.7834
O 0.4867 -0.9184 0.4958
O -0.5190 1.1253 0.9767
H -1.0540 0.8964 1.7507
H 0.4122 0.5665 -0.8214
H 1.8646 0.4129 1.2355
H -1.5336 -1.5064 -0.8256
H 2.4603 2.4272 0.0174
H 0.9562 2.7863 -0.4818
H 2.6469 0.5915 -1.4341
H 1.2299 1.0572 -2.2688
H 2.8763 -2.0411 1.6388
H 2.5602 -2.3158 -0.0787
H 3.7617 -1.1104 0.4351
H -3.5868 -0.1445 -1.3226
H -2.8537 -0.2691 1.6550
H -2.8595 1.2349 -0.4935
H -2.1258 0.6145 -1.9736
H -3.4426 -1.6480 0.7459
H -1.9172 -1.7777 1.6306
```

## Properties
Total charge: 0
HOMO-LUMO gap, eV: 7.6
E_LUMO, eV: 0.765

(2)
DFT (ωB97M-V with the def2-TZVPD basis set) results for a cluster of 2 separate species, C7H17NO2 in total.

```
27
C7H17NO2 | the OMol25 dataset | ωB97M-V with the def2-TZVPD basis set
C 1.4004 -0.9014 -0.0140
C 0.1959 -0.4330 -0.8637
C 0.8789 -1.4874 1.3073
C 2.2054 -1.9620 -0.7693
C 0.5550 0.6377 -1.8808
O 2.2920 0.1624 0.2487
H 1.7901 0.9006 0.6212
H -0.2535 -1.2988 -1.3525
H -0.5573 -0.0183 -0.1753
H 2.5243 -1.5756 -1.7335
H 1.7116 -1.8666 1.8940
H 0.3708 -0.7160 1.8819
H 0.1834 -2.3006 1.1155
H 3.0931 -2.2128 -0.1945
H 1.6107 -2.8588 -0.9211
H 1.4642 0.3787 -2.4146
H 0.7340 1.5897 -1.3746
H -0.2518 0.7726 -2.5981
C -2.0850 1.9665 0.8227
C -3.0254 0.7745 0.7707
N -0.7234 1.5417 1.0640
O 0.1579 2.2763 0.6419
H -2.1682 2.6150 -0.0583
H -2.3258 2.5745 1.7044
H -2.8268 0.1117 1.6077
H -2.8924 0.2190 -0.1514
H -4.0584 1.1104 0.8218
```

## Properties
SMILES: CCC(C)(C)O.CCN=O
Total charge: 0
HOMO-LUMO gap, eV: 9.1
E_LUMO, eV: -0.467

So which one is most stable? That would be (2), about 169.3 kJ/mol below the next structure.